123
Properties=species:S:1:pos:R:3:forces:R:3:mulliken_charge:R:1 method="wB97M-V/def2-TZVPD" orbital_gap_ev=4.04 total_energy_ev=-116508.8017 homo_energy_ev=-2.3 molar_mass_g_mol=1104.03 total_charge=-1
Na -0.2188 0.4175 0.3653 -0.3928 0.1143 0.1882 1.356
C -0.0039 -4.5468 0.2095 0.1745 0.1232 -0.1625 -1.845
Si 0.2085 -2.7132 -0.2951 0.3247 -0.9438 0.0103 -0.686
C 0.7561 -2.0646 1.4504 -0.4898 0.2890 -0.0741 0.947
C 2.0535 -2.5011 1.7417 0.0702 -0.0974 0.0070 -1.219
C 2.6724 -2.2236 2.9478 -0.0780 -0.0236 -0.0370 -0.372
C 2.0191 -1.4595 3.9028 0.0112 0.0118 0.0955 -0.910
C 0.7252 -1.0436 3.6629 0.0580 0.0426 -0.0318 0.012
C 0.0784 -1.3646 2.4653 -0.0518 0.1417 0.0581 0.662
P -1.7205 -1.0702 2.2864 -0.1264 -0.1220 0.4658 0.349
C -2.3387 -1.7555 3.8768 -0.2565 -0.2446 -0.1565 0.562
C -3.5374 -1.2734 4.4104 0.1320 0.0090 -0.0464 -0.718
C -4.1092 -1.8678 5.5235 -0.0135 -0.0269 0.0057 -0.751
C -3.5006 -2.9646 6.1172 -0.0277 0.0031 0.0146 -0.498
C -2.3249 -3.4681 5.5814 -0.0299 -0.0496 0.0509 -0.755
C -1.7562 -2.8801 4.4619 0.0547 0.1019 -0.0634 -0.719
C -2.0897 0.7090 2.5628 -0.1303 0.0040 -0.1667 0.482
C -2.7511 1.3350 1.5034 0.0024 -0.2414 0.0765 -0.669
C -3.2048 2.6407 1.6030 -0.0732 0.1398 0.0078 -0.700
C -3.0305 3.3347 2.7886 -0.0066 -0.0787 -0.1101 -0.353
C -2.4035 2.7127 3.8613 0.0246 0.0327 0.1224 -0.763
C -1.9249 1.4192 3.7524 -0.0194 0.0351 0.0303 0.184
C 1.7683 -2.5090 -1.3485 -0.1990 -0.0077 -0.0093 0.553
C 2.4655 -3.6959 -1.6133 -0.0610 -0.1167 -0.0142 -0.353
C 3.7289 -3.6968 -2.1805 0.0635 -0.0722 -0.0069 -1.068
C 4.3354 -2.4884 -2.4895 -0.0541 0.0079 -0.0011 -1.166
C 3.6396 -1.3080 -2.2951 -0.0429 -0.0404 0.0395 -0.246
C 2.3535 -1.2930 -1.7491 0.2453 0.2349 -0.0262 0.309
P 1.4294 0.3226 -1.5964 0.1786 -0.3549 -1.4478 0.872
C 2.1951 1.9510 -1.5978 -0.3025 -0.1023 0.2972 0.146
C 2.0390 2.9773 -2.5208 0.2467 -0.0643 0.1321 -0.214
C 2.4122 4.3161 -2.4247 -0.1552 0.0226 -0.3946 -0.948
C 3.1940 4.9830 -1.4383 -0.0724 0.0364 0.3348 -0.497
C 3.7781 4.4889 -0.3254 -0.0586 0.0079 0.1420 -1.375
C 3.8927 3.0240 0.0023 0.0291 -0.0503 -0.2040 1.584
C 1.0536 0.2671 -3.4748 -0.1316 0.0768 0.0965 0.661
C 2.0782 0.4725 -4.4069 -0.1110 -0.0373 -0.1431 0.058
C 1.8516 0.3687 -5.7700 0.0074 -0.0344 0.0709 -0.832
C 0.5823 0.0522 -6.2417 -0.0309 0.0182 -0.0895 -0.778
C -0.4530 -0.1212 -5.3399 -0.1290 -0.0594 0.0026 -0.837
C -0.2147 -0.0089 -3.9734 0.0978 0.2626 0.0903 -0.556
H 0.8682 -4.9506 0.7285 -0.0050 0.0410 0.0147 0.471
H -0.2233 -5.1892 -0.6471 -0.0182 0.0524 -0.0183 0.393
H -0.8560 -4.6140 0.8932 -0.0167 0.0543 -0.0078 0.327
H 2.5988 -3.0688 0.9972 0.0434 0.0438 -0.0047 0.298
H 3.6800 -2.5791 3.1244 0.0031 0.0120 0.0043 0.381
H 2.5078 -1.2039 4.8345 0.0002 0.0256 -0.0145 0.410
H 0.1993 -0.4856 4.4274 -0.0016 0.0083 -0.0042 0.091
H -4.0179 -0.4201 3.9492 -0.0459 0.0182 0.0268 0.454
H -5.0373 -1.4794 5.9243 0.0114 0.0205 0.0001 0.404
H -3.9491 -3.4295 6.9861 0.0236 0.0016 0.0072 0.373
H -1.8504 -4.3277 6.0384 0.0149 -0.0050 -0.0356 0.408
H -0.8461 -3.2913 4.0427 0.0229 -0.0056 0.0313 0.380
H -2.9411 0.7655 0.5984 -0.0014 0.0765 -0.0437 0.590
H -3.7069 3.0999 0.7613 0.0630 0.0292 -0.0111 0.423
H -3.3774 4.3565 2.8762 -0.0211 -0.0073 0.0178 0.374
H -2.2726 3.2516 4.7918 0.0266 -0.0063 -0.0047 0.313
H -1.4473 0.9638 4.6102 0.0252 -0.0356 -0.0212 0.367
H 2.0086 -4.6510 -1.3724 0.0483 0.0414 0.0551 0.373
H 4.2396 -4.6354 -2.3636 0.0017 0.0125 0.0062 0.396
H 5.3473 -2.4687 -2.8776 -0.0263 0.0237 -0.0543 0.425
H 4.0955 -0.3627 -2.5508 0.0870 0.0623 0.0198 0.488
H 1.5635 2.7104 -3.4584 -0.0393 0.0452 -0.0223 0.215
H 2.0991 4.9423 -3.2567 0.0365 -0.0384 -0.0070 0.251
H 3.3003 6.0556 -1.5960 0.0013 0.0025 0.0071 0.349
H 4.3488 5.1578 0.3112 -0.0920 0.0771 0.0301 0.501
H 4.2372 2.9171 1.0382 -0.0287 -0.0252 -0.0017 0.495
H 3.0604 0.7598 -4.0580 0.0427 -0.0162 0.0213 0.103
H 2.6656 0.5404 -6.4652 -0.0120 -0.0081 -0.0118 0.425
H 0.3968 -0.0383 -7.3061 0.0209 0.0070 0.0075 0.365
H -1.4525 -0.3498 -5.6962 0.0089 0.0401 -0.0038 0.497
H -1.0383 -0.1207 -3.2750 0.0166 -0.0212 -0.0520 0.622
I -1.2924 2.6796 -1.6142 -0.1609 0.2935 -0.2529 0.526
C -1.1871 4.7140 -1.0401 -0.1823 -0.4837 -0.1447 0.479
C -2.0881 5.4763 -1.7417 0.0551 -0.2086 0.0666 -0.640
C -2.1670 6.8603 -1.5603 0.1241 0.2334 0.1169 -0.958
C -1.3092 7.4479 -0.6781 -0.2259 0.0379 -0.1703 -0.648
C -0.3614 6.6902 0.0389 0.0797 -0.2712 0.0355 1.285
C 0.5141 7.3913 0.8988 0.0807 -0.0331 0.0443 -1.195
C 1.4802 6.7287 1.5856 0.0094 0.2648 0.0160 -1.283
C 1.5874 5.3401 1.4587 -0.3814 -0.2198 -0.2922 -0.627
C 0.7259 4.5747 0.6846 0.3546 0.4031 0.1905 1.915
P 1.0012 2.7665 0.8337 1.0448 -0.0310 0.1909 0.294
C 2.5703 2.1545 -0.1589 -0.2091 -0.0085 -0.2244 0.915
C 2.6275 0.7086 0.3448 0.3976 0.1345 0.7724 0.378
C 3.8700 0.0229 0.5581 -0.2694 0.0362 -0.1133 -0.041
C 5.1232 0.2215 0.0738 0.2029 -0.1954 0.1090 -0.895
C 5.5597 1.2918 -0.7833 0.0696 0.0982 -0.1071 -1.000
C 4.9900 2.4960 -0.8912 0.0082 -0.1164 0.0797 -0.656
C 1.5632 2.7383 2.6064 -0.2152 0.0530 0.2107 0.309
C 0.7103 3.3550 3.5298 0.0905 -0.0878 0.0589 -0.380
C 0.9538 3.3171 4.8918 -0.0439 0.0463 0.0933 -0.935
C 2.0658 2.6475 5.3837 0.1078 -0.0463 -0.0004 -0.988
C 2.9286 2.0393 4.4869 0.0191 0.0169 0.0507 -0.891
C 2.6838 2.0817 3.1194 0.0059 0.0663 -0.1021 -0.008
C -0.2663 5.2588 -0.1005 -0.0324 0.4021 0.0196 -1.648
H -2.7411 4.9949 -2.4568 0.0033 -0.0021 0.0104 0.464
H -2.8824 7.4427 -2.1262 -0.0057 0.0033 0.0148 0.388
H -1.3314 8.5198 -0.5176 0.0233 -0.0040 -0.0025 0.387
H 0.4016 8.4662 0.9811 0.0016 -0.0008 0.0027 0.333
H 2.1611 7.2658 2.2352 0.0341 -0.0365 -0.0296 0.478
H 2.3390 4.8418 2.0470 0.1074 0.0127 -0.0473 0.649
H 1.9346 0.4696 1.1615 0.1797 0.0026 0.1292 -0.732
H 3.7561 -0.8959 1.1216 0.0577 0.0535 0.0402 -0.572
H 5.8559 -0.5593 0.2635 -0.0603 -0.0309 0.0529 0.217
H 6.4227 1.0825 -1.4143 -0.0235 -0.0018 -0.0242 0.300
H 5.3504 3.1861 -1.6453 -0.0303 -0.0160 -0.0204 0.231
H -0.1501 3.8949 3.1597 -0.0520 0.0142 0.0278 0.657
H 0.2844 3.8187 5.5830 -0.0475 -0.0033 -0.0614 0.372
H 2.2705 2.6153 6.4473 -0.0341 0.0135 -0.0002 0.341
H 3.8171 1.5330 4.8472 -0.0078 -0.0094 -0.0190 0.516
H 3.3868 1.6003 2.4584 -0.0019 -0.0400 -0.0664 0.063
C -3.6550 -2.6685 -2.9596 0.0806 0.0072 -0.0045 -0.776
C -3.8004 -2.6480 -1.5793 -0.0481 -0.0040 0.0026 -0.738
C -2.6827 -2.5794 -0.7606 -0.1107 -0.0705 -0.0502 -0.179
C -1.3937 -2.5181 -1.2949 0.0606 0.3341 0.2890 1.707
C -1.2684 -2.5616 -2.6840 0.2046 -0.0819 0.0126 -0.976
C -2.3818 -2.6289 -3.5083 -0.1375 -0.0903 -0.0394 -0.418
H -4.5266 -2.7254 -3.6001 0.0034 0.0225 -0.0080 0.398
H -4.7890 -2.6946 -1.1375 0.0117 0.0059 0.0093 0.433
H -2.8250 -2.5868 0.3096 -0.0063 0.0379 0.0255 0.306
H -0.2805 -2.5373 -3.1313 -0.0445 0.0331 0.0078 0.507
H -2.2554 -2.6422 -4.5842 0.0465 -0.0074 0.0163 0.463